66
Properties=species:S:1:pos:R:3:forces:R:3:lowdin_spin:R:1 method="wB97M-V/def2-TZVPD" spin_multiplicity=3 s_squared=2.018 homo_energy_ev="-20.70 / -20.98" charge=+4
P -2.274 -0.318 1.179 -2.67 0.41 2.37 0.129
C -2.949 1.245 1.941 0.78 0.45 -0.77 0.032
H -3.792 1.016 2.595 0.07 -0.54 -0.09 0.006
H -3.317 1.910 1.163 0.11 0.08 -0.08 0.000
H -2.202 1.754 2.539 0.17 0.12 0.01 0.000
C -3.826 -0.910 0.438 0.52 -0.15 -1.20 0.013
H -3.722 -1.965 0.194 -0.34 0.07 -0.22 0.000
H -4.001 -0.299 -0.450 -0.34 -0.30 -0.07 0.000
H -4.660 -0.805 1.136 0.26 0.20 0.13 0.003
C -2.319 -1.334 2.719 0.64 -0.38 -0.34 0.015
H -3.354 -1.422 3.096 0.38 0.16 -0.35 0.003
H -1.692 -0.891 3.497 -0.11 -0.20 -0.05 0.000
H -1.955 -2.331 2.453 -0.05 -0.04 0.52 0.001
P 2.456 -1.004 1.257 2.26 -1.27 0.48 -0.020
C 3.134 0.354 2.325 -1.66 0.71 -0.53 -0.005
H 4.130 0.094 2.662 0.27 -0.49 -0.17 -0.001
H 2.489 0.515 3.200 0.24 -0.08 -0.21 0.000
H 3.181 1.287 1.741 0.05 -0.30 0.26 0.000
C 2.389 -2.459 2.338 -0.52 0.10 -0.34 0.000
H 2.188 -3.344 1.715 0.17 0.20 0.58 0.000
H 1.579 -2.292 3.074 0.49 -0.30 -0.16 0.001
H 3.360 -2.567 2.825 -0.07 -0.03 0.14 0.000
C 3.770 -1.244 0.013 -0.47 -0.02 -0.12 0.003
H 4.657 -1.629 0.516 0.10 -0.01 -0.01 0.000
H 3.993 -0.280 -0.467 0.11 -0.43 0.16 0.000
H 3.414 -1.966 -0.733 0.42 0.21 0.09 0.002
P 0.054 0.685 -2.491 0.20 1.84 -3.08 0.095
C 0.498 2.462 -2.841 0.01 0.09 1.16 0.025
H 0.293 2.700 -3.888 -0.16 -0.53 -0.04 0.004
H 1.550 2.659 -2.661 0.11 0.00 0.12 0.000
H -0.110 3.128 -2.230 0.07 -0.01 0.10 0.000
C 1.108 -0.060 -3.796 0.16 -0.73 0.80 0.009
H 1.026 0.515 -4.729 -0.04 0.04 0.41 0.002
H 0.741 -1.073 -3.990 0.46 0.16 -0.20 0.000
H 2.146 -0.060 -3.439 -0.09 -0.17 -0.39 0.000
C -1.546 0.678 -3.368 -0.50 -0.70 0.85 0.011
H -1.408 0.934 -4.427 0.31 -0.02 0.28 0.003
H -2.214 1.403 -2.913 -0.23 -0.06 0.03 0.000
H -1.943 -0.332 -3.292 -0.50 0.15 -0.19 0.000
W 0.261 -1.223 -0.174 -1.57 5.37 0.74 1.209
C 0.123 -0.007 1.566 -0.66 3.04 6.59 0.032
O 0.092 0.556 2.639 0.42 -3.50 -6.69 0.045
C 1.442 0.512 -0.514 6.12 5.95 -2.18 0.034
O 2.325 1.365 -0.725 -6.50 -6.35 1.67 0.077
C 0.714 -2.827 -1.914 0.09 -0.36 -1.75 0.044
C -0.630 -2.570 -2.308 1.53 0.74 -1.91 0.052
C -1.671 -2.783 -1.441 -1.08 0.09 1.29 0.040
C -1.393 -3.194 -0.117 -1.92 -0.45 0.53 0.064
C -0.094 -3.445 0.303 1.06 -0.85 0.76 0.030
C 0.993 -3.215 -0.611 1.40 -2.65 0.59 0.026
H 1.525 -2.813 -2.678 -0.61 0.25 0.71 0.003
H -0.864 -2.239 -3.363 0.45 -0.52 1.33 0.001
H -2.710 -2.645 -1.790 0.58 -0.03 0.34 0.000
H -2.256 -3.408 0.585 1.24 0.25 -0.93 0.001
H 0.075 -3.958 1.270 0.00 0.59 -0.59 0.004
H 2.018 -3.574 -0.353 -0.99 0.35 -0.26 0.001
C -1.282 4.408 0.544 1.30 1.48 0.91 -0.001
C -0.078 3.592 0.895 -0.04 -1.20 -0.28 0.000
C 1.089 4.058 1.718 -1.12 -0.32 -0.71 0.000
O -0.033 2.411 0.469 -0.23 0.75 0.27 0.004
H -1.216 5.456 0.875 0.17 -0.41 -0.05 0.000
H -2.148 4.010 1.014 -0.81 -0.57 0.21 0.000
H -1.372 4.427 -0.516 -0.36 -0.17 -0.97 0.000
H 1.167 3.402 2.546 0.11 -0.74 1.02 0.000
H 1.938 3.900 1.113 1.25 -0.19 -0.75 0.000
H 1.117 5.052 2.066 -0.41 1.22 0.26 0.000

73
Properties=species:S:1:pos:R:3:forces:R:3:lowdin_spin:R:1 method="wB97M-V/def2-TZVPD" spin_multiplicity=2 s_squared=0.754 homo_energy_ev="-1.83 / -4.25" charge=-1
Bi 10.940 11.396 12.402 -1.19 -0.76 0.65 0.506
C 14.328 16.607 12.504 -0.36 0.19 1.46 0.000
C 14.556 15.627 11.382 -0.08 -0.12 -0.71 0.001
O 13.988 14.342 11.762 1.84 0.06 -1.59 0.008
P 13.133 13.594 10.596 -2.51 -2.03 2.67 0.042
S 13.157 11.499 10.793 1.95 2.37 -1.46 0.192
S 11.352 14.297 11.292 -0.22 -0.08 -1.25 0.021
O 13.592 14.099 9.163 -0.81 0.23 -0.95 0.013
C 12.606 14.165 7.991 0.79 0.45 1.78 0.003
C 13.450 14.592 6.861 1.93 0.97 -1.46 0.001
H 14.872 17.554 12.403 -0.08 -0.19 -0.40 0.000
H 14.625 16.226 13.514 -0.12 -0.08 -0.94 0.000
H 13.245 16.831 12.589 0.58 -0.13 -0.16 0.000
H 15.609 15.462 11.084 -0.32 0.17 0.46 0.000
H 14.045 15.988 10.460 0.27 -0.09 0.67 0.001
H 11.826 14.908 8.228 0.29 -0.52 0.20 0.000
H 12.221 13.173 7.860 -0.46 -0.42 0.12 0.001
H 14.196 15.359 7.208 -0.83 -0.53 -0.25 0.000
H 12.910 15.047 6.005 -0.04 -0.32 0.61 0.000
H 14.077 13.781 6.440 -0.45 0.21 0.33 0.000
C 7.273 13.140 10.584 -0.47 0.74 -0.12 0.000
C 7.119 12.096 11.677 1.27 -1.36 -1.02 0.002
C 7.601 12.641 12.987 -0.22 1.28 1.02 0.022
C 5.767 11.402 11.660 -0.47 0.52 1.11 0.000
O 8.104 11.072 11.329 -0.22 1.88 -0.34 0.014
Si 8.209 9.488 11.316 2.31 -1.35 0.04 0.013
S 10.305 9.070 11.165 -0.46 0.44 0.20 0.039
O 7.660 8.945 12.735 -1.38 -1.11 0.97 0.006
C 6.960 7.697 13.195 2.50 1.37 -0.45 0.000
C 7.032 7.856 14.710 -0.09 -1.14 0.35 0.000
C 5.557 7.827 12.695 -1.32 -0.31 -0.50 0.000
C 7.777 6.507 12.630 -0.44 -0.14 -0.02 0.001
O 7.392 8.799 10.112 -0.63 -1.11 -1.83 0.001
C 7.562 8.361 8.685 -1.45 1.43 1.67 0.000
C 8.392 9.415 7.957 1.20 -1.72 -0.45 0.000
C 8.120 6.958 8.670 -0.16 -0.17 -0.43 0.000
C 6.085 8.337 8.161 1.33 0.60 0.03 0.000
H 6.716 14.056 10.893 0.29 -0.50 -0.30 0.000
H 6.816 12.755 9.646 0.56 0.34 0.38 0.000
H 8.351 13.425 10.477 -0.92 -0.39 -0.09 0.000
H 6.793 13.179 13.516 0.19 -0.13 -0.18 0.001
H 8.436 13.380 12.859 -0.64 -0.73 -0.05 0.007
H 7.957 11.849 13.637 -0.03 -0.15 0.09 0.015
H 4.992 12.135 11.903 -0.12 -0.01 -0.16 0.000
H 5.695 10.614 12.425 0.27 0.30 -0.19 0.000
H 5.550 10.944 10.704 0.09 0.03 -0.33 0.000
H 6.486 8.759 14.953 0.20 0.29 0.26 0.000
H 8.055 7.858 15.132 -0.43 0.29 -0.55 0.000
H 6.514 7.021 15.213 0.00 0.14 -0.23 0.000
H 5.038 8.632 13.217 0.16 0.13 0.09 0.000
H 4.921 6.939 12.875 0.50 0.10 -0.16 0.000
H 5.532 8.094 11.623 0.12 -0.39 0.41 0.000
H 8.860 6.648 12.702 -0.25 0.27 0.39 0.001
H 7.593 6.391 11.559 -0.21 0.09 0.03 0.000
H 7.515 5.551 13.108 -0.05 0.27 0.02 0.000
H 9.478 9.302 8.248 -1.14 0.34 -0.22 0.000
H 8.032 10.395 8.187 -0.15 0.63 0.10 0.000
H 8.305 9.206 6.868 0.10 0.31 0.49 0.000
H 9.072 6.880 9.181 0.19 0.15 0.15 0.000
H 8.257 6.612 7.626 -0.14 0.13 0.47 0.000
H 7.389 6.318 9.174 0.20 -0.13 -0.12 0.000
H 5.645 9.346 8.084 0.26 -0.37 0.25 0.000
H 5.480 7.694 8.785 -0.16 -0.08 0.19 0.000
H 6.144 7.928 7.168 -0.27 -0.28 -0.59 0.000
Te 12.659 10.304 14.523 -0.40 0.21 -0.14 0.025
C 11.337 10.935 16.036 -1.09 0.92 1.49 0.026
C 11.699 11.691 17.172 0.52 -1.38 -1.79 0.001
C 10.674 11.812 18.132 -0.99 0.28 -0.31 0.003
C 9.452 11.358 17.688 -0.08 0.12 -0.21 0.001
S 9.560 10.583 16.143 1.96 0.55 0.26 0.032
H 12.712 12.136 17.217 -0.73 -0.51 0.29 0.000
H 10.814 12.266 19.097 -0.06 0.33 0.13 0.001
H 8.447 11.589 18.073 0.75 -0.43 0.13 0.000

80
Properties=species:S:1:pos:R:3:forces:R:3:mulliken_charge:R:1 method="wB97M-V/def2-TZVPD" smiles=BrCCBr.BrCCBr.BrCCBr.BrCCBr.BrCCBr.BrCCBr.BrCCBr.BrCCBr.BrCCBr.BrCCBr homo_energy_ev=-9.74
Br -4.250 1.740 8.505 0.54 0.28 -0.42 -0.104
C -2.290 1.956 8.600 0.54 0.13 0.05 -0.627
C -1.529 2.285 7.241 -2.33 -1.08 0.83 -0.503
Br -1.707 0.653 6.147 0.50 0.20 0.05 -0.125
H -2.021 1.015 9.080 0.45 0.00 -0.57 0.339
H -2.160 2.692 9.393 0.14 0.38 -0.45 0.350
H -0.489 2.601 7.315 -0.23 -0.25 0.23 0.364
H -2.148 2.968 6.659 0.40 0.32 0.28 0.306
Br -8.004 5.358 -0.460 -0.88 -0.55 0.54 -0.145
C -7.381 3.924 0.806 -1.25 0.40 -1.89 -0.557
C -5.987 3.745 0.350 1.43 -0.68 2.02 -0.618
Br -5.016 5.382 0.877 0.40 -0.72 -0.39 -0.107
H -7.926 3.000 0.614 -0.31 0.19 -0.27 0.332
H -7.630 4.238 1.820 0.72 0.20 -0.19 0.368
H -5.771 3.372 -0.651 -0.54 0.98 -0.27 0.408
H -5.586 2.924 0.945 0.44 0.18 0.45 0.320
Br 1.064 -8.572 6.026 1.30 1.20 -0.50 -0.174
C 2.549 -7.393 5.268 -0.49 -1.06 -2.23 -0.711
C 2.613 -6.008 5.743 0.57 0.60 1.58 -0.473
Br 4.076 -5.087 4.758 -0.53 -0.37 0.41 -0.141
H 2.387 -7.262 4.198 -0.60 -0.88 -0.13 0.384
H 3.509 -7.906 5.312 -0.30 -0.18 0.66 0.410
H 2.916 -6.097 6.786 -0.09 0.98 0.08 0.341
H 1.723 -5.397 5.588 0.14 -0.27 0.11 0.366
Br 2.022 5.095 1.475 0.24 0.41 -0.72 -0.154
C 1.672 6.355 -0.010 -0.39 0.32 -0.46 -0.647
C 2.800 7.376 -0.242 -0.81 -0.22 -0.03 -0.512
Br 2.235 8.643 -1.724 0.41 -0.93 1.00 -0.162
H 0.662 6.695 0.217 0.43 0.67 0.16 0.390
H 1.553 5.855 -0.971 0.18 -0.68 0.34 0.365
H 3.649 6.789 -0.593 0.10 0.50 -0.11 0.341
H 3.068 7.993 0.616 -0.16 -0.09 -0.19 0.379
Br -0.683 0.954 -1.536 0.66 -1.25 0.19 -0.174
C 0.157 -0.854 -1.259 0.33 -0.45 -0.24 -0.593
C -0.146 -1.382 0.128 -0.14 0.57 0.35 -0.604
Br 0.505 -3.242 0.359 -0.46 0.80 -0.26 -0.160
H 1.229 -0.839 -1.457 -0.03 0.71 0.20 0.398
H -0.203 -1.554 -2.013 -0.58 0.38 -0.01 0.377
H -1.215 -1.273 0.312 0.00 -0.73 0.03 0.390
H 0.336 -0.818 0.927 0.20 -0.03 -0.27 0.367
Br -6.220 -2.706 -2.830 0.09 -0.37 -0.21 -0.165
C -5.187 -4.231 -3.452 0.90 -0.68 -0.14 -0.622
C -4.048 -3.807 -4.402 -0.90 -0.22 0.03 -0.548
Br -2.744 -5.321 -4.374 -0.46 1.12 -0.20 -0.172
H -5.807 -5.011 -3.894 -0.38 0.55 -0.33 0.385
H -4.762 -4.773 -2.608 0.02 0.67 0.35 0.377
H -3.663 -2.816 -4.159 0.71 -0.50 0.56 0.386
H -4.409 -3.659 -5.420 0.05 -0.56 -0.05 0.358
Br 3.877 -5.037 -10.674 -0.10 0.62 0.09 -0.170
C 3.556 -3.675 -9.289 -0.30 -0.51 0.62 -0.600
C 4.474 -4.025 -8.110 -0.23 0.39 -0.54 -0.588
Br 3.806 -3.030 -6.559 0.31 -0.19 -0.14 -0.166
H 2.509 -3.745 -8.996 0.10 -0.50 -0.01 0.371
H 3.624 -2.650 -9.654 0.71 -0.26 -0.26 0.395
H 5.509 -3.747 -8.306 -0.16 0.22 0.14 0.367
H 4.473 -5.092 -7.884 -0.35 0.22 0.10 0.392
Br 0.613 2.110 -7.343 0.07 0.80 0.20 -0.140
C 0.707 3.993 -6.792 -0.47 0.84 1.68 -0.590
C 1.225 4.861 -7.885 0.05 0.77 -0.18 -0.610
Br 1.373 6.865 -7.392 -0.19 -1.74 -0.12 -0.180
H 1.270 4.117 -5.867 0.57 -0.63 -0.24 0.385
H -0.262 4.354 -6.447 -0.40 -0.49 -0.53 0.377
H 0.479 4.846 -8.680 0.66 0.15 -0.33 0.370
H 2.242 4.557 -8.134 -0.28 0.29 -0.46 0.388
Br -4.126 -5.453 8.568 -0.16 0.19 0.60 -0.150
C -3.673 -4.972 6.766 -0.26 -0.98 -0.79 -0.588
C -4.868 -4.372 6.044 0.34 0.49 0.03 -0.577
Br -4.349 -4.218 4.121 -0.39 0.11 0.87 -0.171
H -3.459 -5.943 6.320 0.21 0.21 -0.12 0.345
H -2.760 -4.376 6.762 -0.38 0.17 0.01 0.370
H -5.123 -3.398 6.461 0.24 0.19 -0.44 0.374
H -5.790 -4.951 6.106 0.41 -0.35 -0.17 0.397
Br 6.172 1.815 -0.598 0.86 0.46 0.60 -0.162
C 7.832 2.446 0.363 -0.42 -1.42 0.49 -0.620
C 7.904 3.935 0.391 -0.28 0.34 -0.58 -0.486
Br 9.682 4.562 0.808 0.30 -0.07 0.08 -0.142
H 8.647 1.874 -0.081 -0.05 0.60 -0.41 0.387
H 7.769 2.063 1.382 -0.32 -0.06 -0.08 0.359
H 7.272 4.344 1.178 -0.10 -0.03 -0.35 0.322
H 7.655 4.335 -0.592 -0.01 0.19 0.26 0.341

80
Properties=species:S:1:pos:R:3:forces:R:3:mulliken_charge:R:1 method="wB97M-V/def2-TZVPD" smiles=BrCCBr.BrCCBr.BrCCBr.BrCCBr.BrCCBr.BrCCBr.BrCCBr.BrCCBr.BrCCBr.BrCCBr homo_energy_ev=-9.87
Br -0.895 -2.215 1.440 0.57 1.54 -0.51 -0.075
C -0.617 -0.259 1.000 -0.03 0.28 -1.59 -0.226
C 0.673 0.063 0.149 0.00 -0.70 1.82 0.368
Br 0.864 1.989 -0.137 -0.38 -0.40 0.11 -0.030
H -0.742 0.343 1.900 0.67 -0.43 0.23 0.436
H -1.456 0.045 0.373 -0.25 -0.51 -0.01 -0.103
H 0.795 -0.443 -0.809 -0.59 0.09 0.07 -0.064
H 1.551 -0.195 0.742 -0.08 0.05 -0.09 -0.111
Br 3.388 -3.343 -2.768 0.12 0.48 -0.17 -0.144
C 3.609 -1.405 -2.597 -0.79 0.70 0.30 0.002
C 2.586 -0.666 -3.452 -0.50 -0.14 -0.15 -0.366
Br 2.747 1.335 -3.281 0.26 -1.28 -0.27 -0.150
H 4.625 -1.087 -2.832 -0.09 -0.39 -0.08 0.377
H 3.375 -1.205 -1.552 0.33 -0.02 -0.07 -0.237
H 1.554 -0.855 -3.154 0.17 -0.05 0.37 0.024
H 2.604 -1.001 -4.489 0.45 0.61 -0.12 0.439
Br 8.167 1.425 -0.729 -0.78 -0.24 0.69 -0.186
C 6.650 1.061 0.563 -0.25 -0.32 -1.54 -0.615
C 5.495 0.420 -0.271 0.31 0.21 0.72 -0.356
Br 4.254 -0.558 0.997 0.76 0.66 -0.67 -0.158
H 6.409 2.060 0.926 -0.14 -0.35 0.13 0.347
H 7.024 0.389 1.336 0.03 0.21 -0.21 0.456
H 5.823 -0.297 -1.024 0.23 -0.22 0.57 0.389
H 4.910 1.153 -0.827 -0.11 0.10 0.44 0.174
Br -0.548 -5.728 -1.433 -0.72 0.17 1.35 -0.171
C -1.492 -5.834 0.387 0.41 -1.25 -0.52 -0.306
C -2.802 -6.571 0.180 -0.35 0.72 0.12 -0.557
Br -3.596 -7.129 1.914 0.30 0.31 -0.64 -0.169
H -1.711 -4.843 0.785 0.49 -0.03 -0.29 0.005
H -0.813 -6.418 1.008 0.10 0.40 -0.09 0.416
H -2.790 -7.467 -0.440 0.23 0.29 0.12 0.444
H -3.449 -5.788 -0.215 -0.54 -0.62 -0.16 0.283
Br -6.408 1.669 1.437 0.09 -0.24 -1.38 -0.189
C -5.991 1.081 -0.457 1.43 -0.37 1.16 -0.683
C -4.630 0.251 -0.444 -1.88 0.32 -0.13 0.106
Br -4.686 -1.405 0.711 -0.01 1.16 -0.98 -0.148
H -5.859 1.976 -1.064 0.32 0.15 0.32 0.371
H -6.860 0.594 -0.900 0.19 -0.47 0.56 0.460
H -3.769 0.846 -0.142 -0.40 -0.19 0.33 -0.210
H -4.482 -0.016 -1.490 0.20 -0.56 0.16 0.177
Br -1.490 -1.692 -2.096 -0.68 -0.47 -0.63 0.039
C -2.931 -2.940 -2.597 -0.87 -0.25 0.49 -0.246
C -3.449 -2.857 -4.005 0.61 0.68 -0.51 -0.773
Br -4.363 -1.150 -4.420 0.39 -0.47 0.19 -0.183
H -3.753 -2.784 -1.897 0.22 0.27 0.19 0.191
H -2.584 -3.960 -2.437 0.42 0.16 0.04 0.161
H -4.185 -3.621 -4.256 0.11 -0.01 0.39 0.459
H -2.594 -2.958 -4.674 -0.28 0.23 -0.29 0.368
Br -2.505 2.355 -2.005 -0.10 0.90 0.83 -0.126
C -2.990 3.699 -0.582 -1.25 -0.01 0.05 -0.589
C -1.951 4.767 -0.486 0.67 -0.13 -0.07 -0.242
Br -2.327 6.212 0.840 -0.23 -0.85 -0.83 -0.161
H -3.168 3.218 0.381 0.32 -0.45 -0.19 0.421
H -3.962 4.093 -0.880 0.12 -0.04 -0.24 0.466
H -1.811 5.215 -1.469 0.18 0.26 0.33 0.416
H -1.044 4.275 -0.134 0.19 0.51 -0.11 -0.165
Br -0.292 -1.706 4.939 0.04 -0.98 -0.01 -0.166
C 0.140 -3.608 4.535 -0.22 -0.23 -0.16 -0.704
C -1.124 -4.424 4.283 0.15 0.10 0.59 -0.238
Br -0.641 -6.369 4.094 -0.12 1.21 -0.02 -0.196
H 0.727 -3.984 5.374 -0.13 0.14 -0.13 0.462
H 0.718 -3.626 3.611 0.19 0.30 0.25 0.346
H -1.621 -4.030 3.397 -0.02 -0.56 -0.05 0.059
H -1.821 -4.395 5.120 0.15 -0.05 -0.09 0.392
Br 1.347 6.895 -1.567 0.20 -0.26 0.13 -0.192
C 3.016 5.903 -1.862 0.99 2.20 0.01 -0.595
C 3.236 4.866 -0.821 -0.51 -1.69 -1.29 -0.172
Br 5.013 4.029 -1.283 -0.91 0.37 0.52 -0.168
H 3.835 6.618 -1.786 -0.28 0.42 -0.04 0.398
H 3.002 5.629 -2.917 -0.16 -0.74 0.41 0.390
H 2.461 4.145 -1.080 0.36 -0.70 0.63 -0.109
H 3.163 5.098 0.242 0.39 0.40 -0.41 0.371
Br 1.561 1.174 4.340 0.16 0.60 -0.50 -0.155
C 1.955 2.733 3.186 0.35 0.40 0.48 -0.320
C 0.709 3.608 3.083 -0.61 -1.71 0.48 -0.231
Br 0.907 5.098 1.939 0.38 0.56 -0.41 -0.136
H 2.290 2.330 2.231 -0.37 0.04 0.07 0.025
H 2.806 3.263 3.614 -0.16 -0.07 0.23 0.429
H 0.275 3.956 4.020 0.63 0.03 0.14 0.448
H -0.063 2.952 2.681 -0.12 0.24 -0.37 0.006